Entry from the OMol25 dataset: a molecular structure, C22H22F3HfN4O4 (the ωB97M-V functional and the def2-TZVPD basis).

Computed properties:
Kohn-Sham gap: 7.23 eV
total charge: +1

CARTESIAN COORDINATES (ANGSTROEM)
Hf: -0.169 0.920 0.844
C: -3.325 -0.078 0.922
C: -2.495 -1.207 1.527
N: -1.252 -0.708 2.165
C: -1.378 -0.134 3.530
C: -2.060 1.229 3.533
N: -1.585 2.088 2.412
C: -2.670 2.802 1.680
C: -2.820 2.277 0.244
N: -2.453 0.847 0.171
H: -3.847 0.480 1.694
H: -4.092 -0.508 0.277
H: -2.184 -1.885 0.731
H: -3.101 -1.778 2.235
H: -0.616 -1.498 2.251
H: -0.361 -0.034 3.912
H: -1.917 -0.813 4.196
H: -1.859 1.708 4.491
H: -3.139 1.119 3.465
H: -0.958 2.794 2.794
H: -2.442 3.865 1.635
H: -3.605 2.704 2.230
H: -2.136 2.815 -0.421
H: -3.831 2.468 -0.123
H: -2.406 0.563 -0.804
O: 6.810 -0.076 3.029
C: 5.654 -0.067 3.294
O: 4.859 -0.194 4.326
C: 4.283 0.064 2.807
C: 3.529 -1.075 2.292
C: 2.264 -0.925 1.879
N: 1.604 0.294 1.830
C: 2.358 1.400 2.242
C: 3.624 1.357 2.666
C: 1.604 2.694 2.077
O: 1.620 3.586 2.876
O: 0.816 2.674 0.977
H: 3.997 -2.048 2.261
H: 1.709 -1.776 1.497
H: 4.144 2.268 2.927
F: 1.921 -3.372 -7.575
C: 0.739 -2.750 -7.445
F: 0.696 -1.784 -8.376
F: -0.221 -3.635 -7.739
C: 0.577 -2.173 -6.061
C: 1.591 -1.371 -5.555
C: 1.466 -0.815 -4.297
C: 0.319 -1.057 -3.542
C: -0.697 -1.865 -4.060
C: -0.567 -2.425 -5.319
C: 0.163 -0.491 -2.236
C: 0.044 0.008 -1.129
H: 2.477 -1.188 -6.149
H: 2.252 -0.190 -3.893
H: -1.584 -2.053 -3.471
H: -1.349 -3.052 -5.723

Atom charges from the natural (NBO) analysis, given in e for atoms 1 to 4: Hf 2.4365; C -0.2398; C -0.2377; N -0.7056

---

Entry from the OMol25 dataset: 7 unconnected molecules or ions with the total composition C28H70O14 at a distorted geometry (the ωB97M-V functional and the def2-TZVPD basis).

Computed properties:
Kohn-Sham gap: 9.39 eV
total charge: 0
SMILES: COCCOC.COCCOC.COCCOC.COCCOC.COCCOC.COCCOC.COCCOC
ΔE to the lowest compared entry with this formula, charge and spin: 10.0950 eV

CARTESIAN COORDINATES (ANGSTROEM)
C: -6.886 20.733 -11.290
O: -5.857 19.859 -11.437
C: -5.832 18.852 -10.360
C: -4.454 18.151 -10.475
O: -4.626 16.706 -10.231
C: -3.361 16.068 -9.895
H: -6.889 21.232 -10.321
H: -7.833 20.233 -11.496
H: -6.768 21.542 -12.011
H: -6.622 18.107 -10.456
H: -5.945 19.286 -9.366
H: -3.837 18.586 -9.689
H: -3.944 18.235 -11.435
H: -3.464 14.983 -9.879
H: -3.246 16.435 -8.876
H: -2.526 16.327 -10.548
C: 7.083 17.429 -11.019
O: 6.088 16.838 -11.877
C: 6.532 15.979 -12.914
C: 5.358 14.941 -13.235
O: 4.045 15.524 -13.522
C: 3.082 14.602 -13.934
H: 7.317 16.903 -10.093
H: 6.719 18.451 -10.918
H: 8.064 17.536 -11.480
H: 7.420 15.374 -12.730
H: 6.653 16.528 -13.848
H: 5.180 14.268 -12.395
H: 5.758 14.336 -14.048
H: 2.512 14.397 -13.028
H: 3.528 13.757 -14.459
H: 2.434 15.011 -14.709
C: 9.288 19.766 -5.497
O: 10.156 20.863 -6.012
C: 10.677 20.703 -7.321
C: 11.737 21.772 -7.686
O: 13.029 21.643 -7.179
C: 13.145 21.789 -5.771
H: 9.182 19.785 -4.412
H: 9.630 18.751 -5.703
H: 8.319 19.821 -5.993
H: 9.780 20.751 -7.938
H: 11.037 19.679 -7.427
H: 11.444 22.798 -7.461
H: 11.916 21.770 -8.761
H: 12.665 21.096 -5.080
H: 12.705 22.760 -5.542
H: 14.177 21.862 -5.429
C: 3.929 15.808 -6.578
O: 2.610 15.336 -6.442
C: 1.663 16.359 -6.578
C: 0.486 16.202 -5.602
O: -0.528 17.206 -5.822
C: -0.922 17.902 -4.610
H: 4.171 16.679 -5.969
H: 4.100 16.152 -7.598
H: 4.551 14.961 -6.289
H: 1.486 16.446 -7.650
H: 2.046 17.326 -6.254
H: 0.846 15.944 -4.606
H: 0.039 15.311 -6.042
H: -1.499 18.762 -4.951
H: -0.078 18.280 -4.034
H: -1.622 17.234 -4.107
C: 8.935 9.331 -4.059
O: 9.715 10.555 -4.220
C: 9.404 11.609 -3.281
C: 9.991 12.927 -3.847
O: 11.344 12.635 -4.198
C: 12.179 13.752 -4.152
H: 9.221 8.937 -3.084
H: 9.198 8.577 -4.801
H: 7.869 9.557 -4.039
H: 9.864 11.326 -2.334
H: 8.316 11.665 -3.237
H: 9.851 13.798 -3.206
H: 9.445 13.218 -4.745
H: 12.122 14.224 -3.171
H: 11.886 14.579 -4.799
H: 13.227 13.457 -4.207
C: -7.649 16.439 -6.282
O: -8.952 17.073 -6.564
C: -9.765 16.272 -7.467
C: -11.198 15.940 -6.888
O: -11.940 17.113 -6.534
C: -13.068 17.566 -7.292
H: -6.930 17.228 -6.060
H: -7.215 15.687 -6.941
H: -7.799 15.777 -5.430
H: -9.235 15.391 -7.828
H: -9.972 16.888 -8.342
H: -10.950 15.287 -6.051
H: -11.756 15.343 -7.609
H: -12.743 18.005 -8.235
H: -13.624 18.368 -6.807
H: -13.711 16.755 -7.634
C: 2.839 19.971 -2.717
O: 3.593 20.729 -1.753
C: 3.206 20.554 -0.360
C: 1.848 21.253 0.146
O: 0.684 20.649 -0.531
C: -0.495 21.593 -0.458
H: 3.168 20.130 -3.744
H: 1.947 20.595 -2.780
H: 2.478 18.967 -2.494
H: 3.993 21.026 0.228
H: 3.215 19.536 0.029
H: 1.938 22.316 -0.077
H: 1.766 21.111 1.223
H: -0.976 21.725 0.511
H: -1.355 21.152 -0.963
H: -0.268 22.610 -0.778

Atom charges from the Löwdin analysis, given in e for atoms 1 to 4: C -0.1750; O -0.1840; C -0.1421; C -0.1606

---

Entry from the OMol25 dataset: a molecular structure, C18H25BrGeIrN7 at a distorted geometry (the ωB97M-V functional and the def2-TZVPD basis).

Computed properties:
Kohn-Sham gap (spin up / spin down): 7.17 / 6.78 eV
total charge: +3
<S²>: 0.75
2S+1: 2
ΔE to the lowest compared entry with this formula, charge and spin: 0.5450 eV

CARTESIAN COORDINATES (ANGSTROEM)
Ir: 0.021 -0.004 -0.024
N: 2.449 0.100 2.277
C: 1.674 1.187 2.280
N: 1.922 2.112 3.175
C: 1.143 3.200 3.185
N: 1.383 4.153 4.051
N: 0.077 3.379 2.336
C: -0.109 2.445 1.478
N: 0.664 1.315 1.345
C: -1.257 2.532 0.543
C: -2.090 3.623 0.470
C: -3.151 3.588 -0.432
C: -3.334 2.468 -1.231
C: -2.461 1.405 -1.111
N: -1.440 1.441 -0.240
H: 3.168 0.041 2.984
H: 2.297 -0.687 1.673
H: 2.154 4.068 4.698
H: 0.800 4.976 4.079
H: -1.904 4.473 1.112
H: -3.827 4.430 -0.508
H: -4.145 2.413 -1.945
H: -2.563 0.518 -1.722
C: 5.394 -0.056 -1.647
C: 3.975 -0.503 -1.832
C: 3.584 -1.323 -2.894
C: 2.257 -1.712 -3.063
C: 1.365 -1.257 -2.134
Br: -0.497 -1.625 -2.120
N: 1.700 -0.481 -1.096
C: 2.989 -0.108 -0.939
H: 6.044 -0.497 -2.399
H: 5.768 -0.342 -0.664
H: 5.467 1.029 -1.729
H: 4.325 -1.663 -3.607
H: 1.945 -2.343 -3.884
H: 3.210 0.531 -0.095
C: -2.200 -2.769 3.411
Ge: -2.281 -1.376 2.048
C: -2.564 0.341 2.936
C: -3.562 -1.686 0.621
C: -0.362 -1.453 1.289
H: -3.189 -2.764 3.874
H: -1.446 -2.529 4.157
H: -2.005 -3.754 2.992
H: -3.514 0.277 3.468
H: -2.635 1.177 2.244
H: -1.778 0.539 3.667
H: -4.558 -1.707 1.065
H: -3.397 -2.640 0.122
H: -3.548 -0.888 -0.122
H: -0.258 -2.410 0.768
H: 0.333 -1.391 2.128

Atom charges from the natural (NBO) analysis, given in e for atoms 1 to 4: Ir 1.1553; N -0.7629; C 0.6270; N -0.5243

---

Entry from the OMol25 dataset: 2 unconnected molecules or ions with the total composition C13H30NO (the ωB97M-V functional and the def2-TZVPD basis).

Computed properties:
Kohn-Sham gap: 10.50 eV
total charge: +1

CARTESIAN COORDINATES (ANGSTROEM)
C: -4.139 2.217 2.124
C: -3.299 0.964 2.347
C: -3.077 0.112 1.093
C: -2.685 0.890 -0.149
C: -2.639 0.006 -1.398
O: -1.709 0.420 -2.385
C: -1.420 1.799 -2.340
C: -0.567 2.024 -1.115
N: -1.352 1.592 0.112
H: -4.409 2.667 3.078
H: -3.620 2.994 1.550
H: -5.067 1.988 1.594
H: -2.334 1.229 2.796
H: -3.790 0.333 3.088
H: -3.987 -0.444 0.848
H: -2.305 -0.643 1.276
H: -3.381 1.715 -0.302
H: -2.368 -1.014 -1.118
H: -3.642 -0.007 -1.837
H: -0.846 2.048 -3.230
H: -2.331 2.410 -2.344
H: 0.296 1.368 -1.182
H: -0.234 3.049 -0.966
H: -1.574 2.414 0.674
H: -0.762 0.998 0.703
C: 0.680 -1.322 -0.287
C: 1.896 -0.576 0.256
C: 3.056 -0.508 -0.737
C: 3.597 -1.873 -1.169
C: 4.053 -2.771 -0.019
C: 5.171 -2.166 0.822
H: 0.902 -2.370 -0.481
H: -0.145 -1.311 0.436
H: 0.326 -0.892 -1.227
H: 2.224 -1.042 1.188
H: 1.620 0.453 0.530
H: 3.861 0.085 -0.298
H: 2.731 0.036 -1.631
H: 4.439 -1.704 -1.844
H: 2.842 -2.399 -1.760
H: 4.390 -3.720 -0.440
H: 3.203 -3.018 0.625
H: 6.038 -1.929 0.202
H: 5.497 -2.858 1.598
H: 4.858 -1.245 1.318

Atom charges from the natural (NBO) analysis, given in e for atoms 1 to 4: C -0.6181; C -0.4129; C -0.4217; C -0.0661

---

Which value of total charge does entry 4 give?
+1

---

What is the formula in the first record?
C22H22F3HfN4O4

---

What is the total charge in the second record?
0